18
Properties=species:S:1:pos:R:3:forces:R:3 method="wB97M-V/def2-TZVPD" max_force_ev_per_a=6.3 homo_lumo_gap_ev=8.6 e_tot_ev=-6860.0042 homo_ev=-12.36 relative_energy_kj_mol=342.9 charge=+1 smiles="C=C(C)CC[NH3+]"
C 2.085 -0.651 -0.311 -4.3 0.5 -2.6
C 0.699 -0.427 -0.605 2.2 -0.6 -0.2
C 0.037 -1.568 -1.438 -1.9 5.3 -2.7
C -0.131 0.888 -0.340 1.8 0.4 -1.1
C -1.400 0.772 0.437 -1.8 0.1 0.8
N -0.896 0.826 1.849 0.8 -0.9 1.8
H 2.607 -0.330 0.570 0.5 0.8 -0.3
H 2.523 -1.128 -1.250 0.1 -0.4 2.3
H 0.037 -1.214 -2.628 0.1 -1.3 2.9
H 0.536 -2.449 -1.238 0.6 -1.9 0.0
H -1.070 -1.531 -1.174 1.3 -0.7 -0.3
H 0.574 1.509 0.283 -0.6 -0.1 -0.9
H -0.323 1.562 -1.252 0.6 -1.6 0.8
H -2.212 1.552 0.285 1.4 -0.7 0.1
H -1.933 -0.200 0.470 0.4 0.5 -1.0
H 0.154 0.938 1.837 -1.3 -0.2 0.2
H -1.271 1.546 2.477 -0.2 -0.3 -0.2
H -1.087 -0.124 2.222 0.3 0.9 0.5